Record 1
{"formula": "C14H22N2O6S2", "method": "ωB97M-V/def2-TZVPD", "species": ["C", "O", "C", "O", "C", "S", "C", "S", "O", "O", "N", "C", "C", "C", "N", "C", "C", "C", "C", "O", "O", "C", "C", "C", "H", "H", "H", "H", "H", "H", "H", "H", "H", "H", "H", "H", "H", "H", "H", "H", "H", "H", "H", "H", "H", "H"], "positions_angstrom": [[3.4468, 0.9271, -3.4291], [2.3542, 0.4400, -2.6634], [1.1515, 0.9567, -2.9541], [0.9725, 1.7992, -3.7992], [0.1219, 0.3567, -2.1032], [0.5961, -0.8769, -0.9721], [-1.0075, -0.9982, -0.4161], [-1.4943, -2.2514, 0.7715], [-0.3674, -3.1213, 0.9030], [-2.7313, -2.8100, 0.3221], [-1.7840, -1.4517, 2.1923], [-0.8927, -0.3500, 2.5191], [0.5450, -0.8334, 2.7012], [1.5409, 0.3090, 2.4991], [2.9129, -0.1199, 2.6975], [3.3844, -0.9652, 1.6189], [3.7976, 1.0107, 2.8876], [-1.8708, -0.1603, -1.0730], [-3.2974, -0.1282, -0.6666], [-3.6443, -0.0423, 0.4874], [-4.1274, -0.2016, -1.6961], [-5.5120, -0.2728, -1.3741], [-1.2295, 0.6303, -2.0626], [-1.9387, 1.6272, -2.9088], [3.5592, 2.0040, -3.2873], [4.3259, 0.3988, -3.0704], [3.2845, 0.7280, -4.4902], [-2.7520, -1.1571, 2.1703], [-0.9272, 0.4143, 1.7270], [-1.2654, 0.1083, 3.4379], [0.7338, -1.6297, 1.9859], [0.6773, -1.2524, 3.6979], [1.3268, 1.0922, 3.2323], [1.3992, 0.7459, 1.4903], [4.4104, -1.2620, 1.8295], [2.7751, -1.8631, 1.5578], [3.3566, -0.4548, 0.6422], [3.8360, 1.6766, 2.0103], [4.8032, 0.6438, 3.0867], [3.4657, 1.5891, 3.7487], [-5.8175, 0.6150, -0.8169], [-6.0401, -0.3339, -2.3219], [-5.7044, -1.1584, -0.7661], [-2.7340, 1.1342, -3.4645], [-2.3944, 2.3921, -2.2812], [-1.2451, 2.0954, -3.5996]], "atomic_forces_ev_per_a": [[0.219, 0.251, -0.311], [-0.101, -0.192, 0.211], [0.085, 0.294, -0.277], [0.088, -0.114, 0.086], [-0.306, -0.495, 0.572], [-0.452, 0.253, -0.228], [-0.033, -0.312, 0.089], [-0.129, -0.103, -0.060], [0.231, 0.182, 0.048], [-0.205, 0.165, 0.119], [-0.111, -0.645, -0.565], [0.582, 0.277, 0.030], [0.090, 0.420, -0.040], [-0.163, -0.213, 0.145], [-0.018, 0.070, 0.059], [-0.031, 0.013, 0.126], [-0.043, -0.078, 0.032], [0.273, -0.236, 0.269], [-0.054, 0.245, 0.198], [-0.196, 0.111, -0.169], [0.273, -0.031, -0.317], [-0.412, 0.023, 0.260], [0.381, -0.128, 0.042], [0.014, 0.088, -0.191], [0.015, -0.103, -0.009], [-0.051, 0.023, -0.008], [0.039, 0.010, 0.090], [-0.137, 0.008, -0.107], [-0.036, 0.000, 0.140], [-0.019, -0.036, -0.096], [0.152, 0.059, 0.137], [0.018, -0.087, 0.012], [0.012, 0.059, -0.062], [0.006, 0.041, 0.090], [0.041, -0.060, -0.060], [0.014, -0.100, -0.085], [0.023, 0.033, -0.041], [0.011, 0.035, -0.043], [0.076, 0.057, 0.003], [0.028, 0.068, 0.015], [0.002, -0.081, -0.067], [0.050, 0.005, 0.050], [-0.005, 0.070, -0.063], [-0.061, 0.032, -0.041], [-0.068, 0.073, 0.014], [-0.090, 0.049, 0.004]], "nbo_charge": [-0.259, -0.509, 0.773, -0.587, -0.339, 0.584, -0.503, 2.333, -0.930, -0.931, -0.836, -0.226, -0.442, -0.212, -0.432, -0.417, -0.406, -0.184, 0.812, -0.611, -0.488, -0.264, 0.061, -0.658, 0.196, 0.201, 0.197, 0.429, 0.183, 0.215, 0.230, 0.221, 0.193, 0.157, 0.201, 0.207, 0.159, 0.158, 0.200, 0.198, 0.195, 0.201, 0.205, 0.238, 0.226, 0.261], "lumo_energy_ev": -0.358, "smiles": "COC(=O)c1sc(S(=O)(=O)NCCCN(C)C)c(C(=O)OC)c1C", "spin_multiplicity": 1, "e_above_lowest_ev": 0.068}

***

Record 2
{"formula": "C5H8N", "method": "ωB97M-V/def2-TZVPD", "species": ["C", "C", "C", "C", "C", "N", "H", "H", "H", "H", "H", "H", "H", "H"], "positions_angstrom": [[-0.1967, 0.1256, -0.1952], [-1.4933, 0.0289, -0.0308], [0.7583, 0.0859, 0.8397], [2.1172, 0.0526, 0.6111], [-2.9070, -0.1055, -0.0640], [2.6947, -0.1703, -0.5972], [0.3998, 0.2765, 1.8377], [2.6681, -0.0551, 1.5789], [-3.1837, -1.1382, 0.0750], [-3.0067, 0.3266, -1.1409], [-3.4357, 0.4696, 0.5425], [3.5785, -0.0853, -0.9347], [0.0157, 0.0767, -1.2145], [1.9909, 0.1120, -1.3076]], "atomic_forces_ev_per_a": [[-2.829, -0.574, 1.672], [0.874, 0.551, -0.357], [1.561, 0.896, 0.253], [0.191, -1.418, 1.403], [3.132, -2.257, -3.263], [-5.413, 0.836, 0.231], [0.176, -0.259, 0.108], [0.181, 0.428, -1.325], [-0.425, -0.392, -0.532], [-0.279, -0.805, 1.117], [-2.238, 3.148, 2.613], [3.238, 0.371, -0.099], [0.561, 0.132, -1.995], [1.270, -0.658, 0.176]], "nbo_charge": [-0.298, 0.530, -0.406, 0.155, -0.719, -0.733, 0.246, 0.242, 0.274, 0.346, 0.284, 0.421, 0.291, 0.367], "lumo_energy_ev": -5.852, "spin_multiplicity": 1, "total_charge": 1, "e_above_lowest_ev": 4.221}

***

Record 3
{"formula": "C5H10NO", "method": "ωB97M-V/def2-TZVPD", "species": ["C", "C", "C", "C", "C", "N", "O", "H", "H", "H", "H", "H", "H", "H", "H", "H", "H"], "positions_angstrom": [[-1.5850, 2.0372, 1.6961], [2.2182, -1.6313, -0.1907], [1.6102, -0.4835, -0.4231], [1.1357, 0.0636, -1.7800], [-2.5197, 0.0785, 0.5587], [-1.9713, 1.0428, 1.3037], [0.7886, 0.1000, 0.6370], [1.2697, -0.0364, 1.5168], [2.1466, -1.8808, 0.8447], [2.7227, -2.2054, -0.8480], [-1.0424, 2.7345, 2.3978], [1.1536, 1.1667, -1.7850], [0.1814, -0.3219, -2.1829], [1.8674, -0.2522, -2.5145], [-2.0676, -0.9008, 0.5248], [-2.3554, 0.5267, -0.4490], [-3.5528, -0.0378, 0.6936]], "atomic_forces_ev_per_a": [[1.388, 0.048, 2.116], [-1.297, 2.532, 2.320], [-3.341, 0.064, -0.644], [1.137, 0.337, 0.407], [-0.154, -1.416, -4.021], [1.064, 2.582, 1.873], [2.033, -0.282, 0.781], [-0.875, 0.119, -1.865], [0.435, -0.824, 0.523], [1.554, -1.584, -2.097], [-0.945, -0.530, -1.349], [-0.223, -0.445, 0.018], [0.209, 0.131, 0.815], [0.225, -0.011, -0.195], [0.700, -0.021, 0.632], [-0.410, -0.798, 0.117], [-1.499, 0.099, 0.568]], "nbo_charge": [0.441, -0.447, 0.319, -0.681, -0.480, -0.137, -0.780, 0.484, 0.194, 0.224, 0.322, 0.224, 0.225, 0.242, 0.297, 0.280, 0.273], "lumo_energy_ev": -5.071, "spin_multiplicity": 1, "total_charge": 1, "e_above_lowest_ev": 4.234}

***

Record 4
{"formula": "C18H31N4O3S", "method": "ωB97M-V/def2-TZVPD", "species": ["C", "C", "N", "C", "C", "S", "O", "O", "C", "C", "C", "C", "C", "C", "N", "C", "O", "C", "N", "C", "C", "N", "C", "C", "C", "C", "H", "H", "H", "H", "H", "H", "H", "H", "H", "H", "H", "H", "H", "H", "H", "H", "H", "H", "H", "H", "H", "H", "H", "H", "H", "H", "H", "H", "H", "H", "H"], "positions_angstrom": [[-3.1110, 4.6272, -0.7105], [-2.4703, 3.2984, -1.0794], [-3.4094, 2.1593, -1.0268], [-4.6544, 2.2941, -1.8098], [-4.3996, 2.3758, -3.3061], [-3.9647, 1.6957, 0.7539], [-4.5703, 0.4387, 0.5012], [-4.7354, 2.8058, 1.1815], [-2.3800, 1.5664, 1.5265], [-1.9886, 2.3969, 2.5559], [-0.7096, 2.2236, 3.0689], [0.1814, 1.3061, 2.5282], [1.5673, 1.1680, 3.0672], [-0.2363, 0.5064, 1.4438], [0.6410, -0.3442, 0.8032], [0.5853, -0.6958, -0.5142], [-0.2801, -0.3308, -1.2831], [1.7711, -1.5614, -0.9174], [2.5630, -1.9268, 0.2449], [2.2185, -3.2318, 0.8025], [2.7943, -4.3984, -0.0037], [4.2346, -4.2557, -0.0913], [4.8611, -5.3986, -0.7189], [4.5690, -3.0103, -0.7550], [4.0065, -1.8471, 0.0631], [-1.5469, 0.6080, 0.9864], [-3.6783, 4.5472, 0.2116], [-3.7668, 4.9884, -1.4973], [-2.3272, 5.3664, -0.5702], [-1.6572, 3.0697, -0.3858], [-2.0446, 3.3531, -2.0852], [-2.9155, 1.3228, -1.3536], [-5.1836, 3.1752, -1.4458], [-5.2613, 1.4154, -1.5792], [-3.8854, 3.2929, -3.5801], [-3.8142, 1.5251, -3.6479], [-5.3518, 2.3593, -3.8280], [-2.6642, 3.1391, 2.9462], [-0.3904, 2.8386, 3.8959], [1.7398, 1.8760, 3.8718], [1.7265, 0.1627, 3.4564], [2.3042, 1.3449, 2.2847], [1.4989, -0.6753, 1.2520], [1.3798, -2.4193, -1.4781], [2.3666, -0.9730, -1.6216], [1.1315, -3.3155, 0.8677], [2.6372, -3.2721, 1.8115], [2.5655, -5.3345, 0.5088], [2.3271, -4.4376, -1.0069], [4.6190, -6.2929, -0.1477], [5.9405, -5.2599, -0.7079], [4.5346, -5.5453, -1.7599], [5.6556, -2.9229, -0.8076], [4.1701, -2.9746, -1.7870], [4.4560, -1.8774, 1.0593], [4.2563, -0.8927, -0.4047], [-1.9052, -0.0538, 0.2176]], "atomic_forces_ev_per_a": [[-0.025, -0.120, -0.042], [0.499, 0.771, 0.085], [-0.042, -0.523, 0.795], [-0.743, 0.049, -0.468], [0.123, 0.046, 0.223], [0.507, -0.017, -0.220], [0.209, -0.333, -0.008], [0.182, 0.202, 0.227], [-0.620, -0.031, -0.260], [-0.085, 0.199, 0.083], [-0.202, -0.027, -0.111], [-0.121, -0.139, -0.215], [-0.021, 0.029, 0.013], [-0.600, 0.467, -0.040], [0.267, -0.141, 0.336], [0.155, 0.070, 0.180], [-0.150, -0.050, -0.345], [0.023, -0.102, -0.062], [0.112, -0.022, -0.158], [-0.063, -0.329, -0.025], [-0.063, 0.160, 0.186], [-0.085, 0.098, -0.020], [-0.008, 0.002, -0.001], [-0.027, 0.181, 0.241], [0.317, -0.030, -0.202], [0.165, -0.224, -0.010], [0.015, 0.146, 0.023], [-0.085, 0.064, -0.060], [0.073, 0.021, -0.022], [-0.060, -0.077, -0.165], [-0.068, -0.216, 0.098], [0.028, -0.019, 0.087], [0.071, -0.087, 0.028], [0.070, 0.113, -0.013], [0.058, 0.075, -0.058], [0.059, -0.087, -0.085], [-0.074, -0.008, -0.012], [-0.057, 0.142, 0.104], [0.044, 0.061, 0.083], [0.051, 0.011, 0.047], [0.079, -0.079, 0.050], [0.097, -0.003, -0.048], [-0.102, 0.016, -0.109], [0.010, 0.109, 0.016], [-0.059, -0.034, 0.038], [-0.006, -0.007, 0.062], [-0.087, -0.068, 0.007], [-0.059, 0.004, -0.045], [0.029, -0.050, 0.037], [0.034, -0.083, -0.028], [0.054, -0.067, -0.037], [-0.003, -0.010, -0.022], [-0.014, 0.029, -0.063], [0.050, -0.023, 0.004], [0.071, 0.039, -0.068], [0.010, -0.002, 0.043], [0.067, -0.097, -0.074]], "nbo_charge": [-0.648, -0.240, -0.550, -0.250, -0.629, 2.287, -0.869, -0.870, -0.376, -0.204, -0.133, -0.014, -0.648, 0.244, -0.660, 0.695, -0.633, -0.330, -0.477, -0.228, -0.244, -0.437, -0.407, -0.245, -0.217, -0.229, 0.241, 0.221, 0.246, 0.234, 0.233, 0.444, 0.236, 0.246, 0.219, 0.221, 0.253, 0.251, 0.226, 0.238, 0.235, 0.235, 0.452, 0.226, 0.239, 0.203, 0.210, 0.218, 0.159, 0.207, 0.207, 0.168, 0.217, 0.160, 0.209, 0.202, 0.259], "lumo_energy_ev": -3.130, "smiles": "CC[NH+](CC)S(=O)(=O)c1ccc(C)c(NC(=O)CN2CCN(C)CC2)c1", "spin_multiplicity": 1, "total_charge": 1, "e_above_lowest_ev": 0.386}

***

Record 5
{"formula": "C3H8OSSi", "method": "ωB97M-V/def2-TZVPD", "species": ["C", "C", "C", "O", "Si", "S", "H", "H", "H", "H", "H", "H", "H", "H"], "positions_angstrom": [[1.9139, -0.0073, 0.1858], [-0.6398, -1.6115, 0.0898], [-0.5334, 1.5138, -0.3467], [4.3492, 0.1414, 0.7887], [0.2442, -0.1231, -0.7165], [3.2977, 0.1563, -0.4987], [4.3060, 1.0298, 1.3428], [0.0110, -2.5612, 0.2626], [-0.6611, -1.3526, 1.1432], [-1.5487, -1.9551, -0.3467], [0.0799, 2.2960, -0.1519], [-1.2316, 1.9045, -1.0069], [-0.8720, 1.3158, 0.6944], [0.1560, -0.2974, -2.1949]], "atomic_forces_ev_per_a": [[-1.178, -0.098, -1.133], [2.770, -1.011, 0.821], [-0.464, -2.607, 2.113], [0.892, 2.666, 1.384], [0.354, -0.744, -0.194], [-0.268, -0.121, 1.009], [-0.077, -2.633, -1.755], [-0.643, 1.510, -1.081], [-0.974, 0.384, 0.308], [-0.857, 0.091, -0.078], [2.669, 2.246, 0.220], [-1.845, 0.165, -1.030], [-0.802, 0.265, -0.615], [0.423, -0.112, 0.030]], "nbo_charge": [-0.793, -1.096, -1.097, -0.912, 1.311, 0.842, 0.494, 0.251, 0.240, 0.241, 0.243, 0.244, 0.239, -0.207], "lumo_energy_ev": -0.084, "spin_multiplicity": 1, "e_above_lowest_ev": 2.969}

***

Record 6
{"formula": "H8O4", "method": "ωB97M-V/def2-TZVPD", "species": ["O", "H", "H", "O", "H", "H", "O", "H", "H", "O", "H", "H"], "positions_angstrom": [[-1.2890, -0.5929, 2.4563], [-1.1632, 0.1542, 1.8090], [-0.6310, -0.4520, 3.1402], [1.2120, -0.4766, -2.1635], [0.4871, 0.1683, -2.2528], [1.9842, -0.0647, -2.5754], [0.7992, 0.0402, 0.9258], [1.2823, 0.8546, 1.1675], [1.1255, -0.2199, 0.0519], [-1.2471, 0.4578, -1.1320], [-0.7537, 0.4860, -0.2851], [-1.8063, -0.3549, -1.1419]], "atomic_forces_ev_per_a": [[-0.592, 1.071, -0.803], [0.013, -1.362, 1.249], [0.148, 0.055, -0.094], [0.214, 0.458, 0.053], [0.019, -0.332, 0.110], [-0.221, -0.152, 0.055], [0.394, 0.912, -0.006], [-0.189, -0.637, -0.321], [0.244, -0.063, -0.175], [-0.418, -0.494, 0.155], [-0.425, -0.400, -0.510], [0.813, 0.944, 0.288]], "nbo_charge": [-0.940, 0.471, 0.467, -0.970, 0.499, 0.470, -0.972, 0.476, 0.506, -0.982, 0.489, 0.487], "lumo_energy_ev": 0.489, "smiles": "O.O.O.O", "spin_multiplicity": 1, "e_above_lowest_ev": 0.817}